DFT (ωB97M-V with the def2-TZVPD basis set) results for a structure of composition C25H44OP2Tb at a distorted geometry.

The charge is +1. The spin multiplicity is 7. As for the frontier orbital gap (alpha / beta): 6.806 / 7.134 eV.

```
73
Properties=species:S:1:pos:R:3:forces:R:3:mulliken_charge:R:1
Tb -0.047897 -0.005618 2.295306 -0.578 2.787 0.015 -0.02
C -0.868497 -2.185760 3.283262 1.195 0.011 0.463 0.59
C 0.446097 -2.509125 2.812878 -0.189 0.707 0.738 0.35
C 0.668201 -0.908149 4.467336 -0.636 -0.802 0.010 0.56
C -0.733986 -1.209735 4.319284 0.930 -0.438 0.146 0.41
C 1.391452 -1.703185 3.526078 -1.221 -0.470 0.220 0.61
C -2.137837 -2.746603 2.755509 -0.455 -0.134 -0.274 -1.49
H -2.012910 -3.079989 1.721785 -0.067 -0.036 0.085 0.28
H -2.923535 -1.988655 2.754397 -0.121 -0.071 -0.004 0.38
H -2.514491 -3.600305 3.329376 0.125 0.115 0.007 0.29
C -1.868724 -0.546376 5.029002 -0.131 0.446 0.254 -1.18
H -2.823677 -0.844115 4.598415 -0.038 -0.112 0.138 0.37
H -1.832628 0.551695 4.951943 0.109 -0.211 0.050 0.16
H -1.876063 -0.781444 6.099420 -0.053 -0.051 -0.171 0.33
C 1.285742 0.098142 5.383024 -0.137 0.321 0.349 -1.10
H 1.407790 -0.296833 6.399898 0.037 0.028 -0.189 0.36
H 0.690870 1.016232 5.468461 -0.020 -0.209 -0.006 0.15
H 2.267138 0.403639 5.021121 0.082 -0.050 0.090 0.31
C 2.858222 -1.696153 3.311499 0.561 0.059 -0.190 -1.47
H 3.404390 -2.339703 4.010104 -0.148 0.055 -0.041 0.31
H 3.261338 -0.687878 3.423245 0.130 -0.009 0.037 0.36
H 3.104873 -2.029334 2.299726 0.048 -0.022 0.101 0.28
C 0.779170 -3.475604 1.736784 0.101 -0.281 -0.621 -1.44
H 1.036725 -4.474405 2.115930 -0.079 0.241 0.007 0.32
H 1.637942 -3.126837 1.147595 -0.123 -0.142 0.078 0.26
H -0.061585 -3.600002 1.042260 0.175 -0.055 0.111 0.29
C -1.715049 1.207842 -4.557913 -0.506 -0.127 0.016 -0.16
C -1.783992 -0.125952 -4.588004 -0.689 0.241 -0.340 -0.82
C -0.992413 -1.072233 -5.442347 0.340 -0.255 0.025 -0.56
C 0.385797 -0.564981 -5.912327 -0.012 -0.431 -0.528 -1.02
C 1.299192 -0.099030 -4.813363 0.408 0.552 0.271 0.00
C 1.355870 1.128198 -4.265651 0.424 -0.548 -0.740 -0.66
C 0.575414 2.342989 -4.679392 -0.316 0.293 0.169 -0.56
C -0.786875 2.081156 -5.350536 0.068 0.547 -0.267 -1.05
H -1.569835 -1.348531 -6.343789 0.046 0.123 0.373 0.33
H 0.242352 0.200150 -6.683875 0.224 -0.339 0.266 0.30
H -0.863834 -2.014902 -4.881978 0.022 0.241 -0.150 0.28
H -0.624165 1.692189 -6.362487 -0.212 0.226 0.388 0.33
H -2.474508 1.768053 -3.990607 0.374 -0.422 0.022 0.36
H -2.600484 -0.618604 -4.042752 0.230 0.341 -0.173 0.90
H -1.279260 3.058760 -5.485828 0.188 -0.307 0.031 0.43
H 0.426169 2.967395 -3.781619 -0.037 -0.104 -0.240 0.28
H 2.147450 1.342851 -3.541300 -0.165 -0.186 -0.120 0.56
H 1.166253 2.968124 -5.374277 -0.009 -0.281 0.314 0.38
H 0.881364 -1.408605 -6.422870 -0.173 0.301 0.151 0.43
H 2.052487 -0.842212 -4.526515 -0.299 0.269 0.273 0.38
P -1.301596 0.019609 -0.204026 -0.066 0.031 -0.529 1.04
C -2.845523 0.981121 -0.307380 -0.092 0.305 0.080 -1.24
C -1.519589 -1.314773 -1.406827 0.039 -0.394 -0.274 -0.76
P 1.639089 0.623826 0.154070 0.140 0.115 -0.588 1.00
C 0.134905 0.997772 -0.900063 0.116 -0.195 -0.424 -0.27
C 2.617949 -0.455613 -0.927145 0.172 -0.352 -0.091 -1.19
C 2.671640 2.113379 0.340950 -0.035 0.293 0.053 -1.34
H -2.821349 1.782229 0.443587 0.071 -0.107 -0.257 0.31
H -3.680214 0.315243 -0.036125 0.286 0.138 -0.211 0.39
H -3.014406 1.417352 -1.298990 0.005 -0.151 0.180 0.28
H -1.618549 -0.922100 -2.432537 0.073 -0.161 0.590 -0.35
H -2.413169 -1.891254 -1.135092 0.144 0.125 -0.101 0.55
H -0.664363 -2.004626 -1.367519 -0.163 0.204 -0.016 0.34
H 2.911394 2.586751 -0.619210 0.000 -0.123 0.211 0.39
H 3.598367 1.823079 0.861577 -0.261 0.025 -0.284 0.40
H 2.156195 2.836969 0.985364 0.027 -0.127 -0.230 0.32
H -0.087973 2.068644 -0.891409 0.015 -0.118 0.070 0.55
H 0.339085 0.662521 -1.945761 -0.217 0.339 0.608 -0.45
H 3.587729 -0.635317 -0.441890 -0.179 0.077 -0.246 0.50
H 2.754258 -0.014316 -1.928882 0.023 -0.209 0.439 0.29
H 2.119484 -1.432698 -1.019288 0.110 0.305 -0.082 0.27
C -0.895078 3.393571 4.078801 -0.081 0.551 0.186 -1.26
C -0.609494 2.512307 2.904587 0.488 -2.847 1.021 0.54
O -0.552456 2.842181 1.729021 0.030 0.214 -0.685 -0.58
H -1.918252 3.828946 3.964907 0.763 -0.036 0.164 0.31
H -0.112810 4.191988 4.133025 -0.735 -0.351 0.011 0.32
H -0.855328 2.776683 5.010055 -0.076 0.639 -0.739 0.20
```
Forces are in eV/Å.


DFT (ωB97M-V with the def2-TZVPD basis set) results for a cluster of 2 separate species, C21H42BrF9N5O4PS2 in total at a distorted geometry.

The spin multiplicity is 1. As for the energy above the lowest of the compared OMol25 structures with the same formula, charge and spin: 1.044 eV. As for the frontier orbital gap: 4.478 eV.

```
85
Properties=species:S:1:pos:R:3:forces:R:3:mulliken_charge:R:1
C 1.800406 -2.047191 3.982369 0.343 -0.459 -0.045 -0.48
C 2.108247 -3.535128 3.717807 0.020 0.039 0.105 -0.40
O 1.207229 -4.090041 2.726738 -0.381 0.348 0.663 -0.43
C 1.343195 -3.524064 1.525605 -1.436 -1.183 -0.671 0.40
O 2.334657 -3.013128 1.143375 2.031 1.484 -0.479 -0.54
C 0.103275 -3.609749 0.669595 -0.834 -0.246 0.628 -1.09
C -0.778591 -2.330187 0.825409 -0.101 -0.789 -0.576 0.58
C -0.815215 -1.580781 -0.518149 -0.383 -0.220 0.710 -2.77
C -1.328899 -0.109054 -0.485302 2.424 0.217 -1.318 0.09
C -0.000387 0.721331 -0.489698 -0.219 -0.751 1.206 -1.74
C 0.956092 0.369770 0.683610 0.748 1.230 -0.838 0.74
C 2.121794 1.423748 0.647893 -0.414 -0.752 -0.277 -0.92
C 3.483416 0.715955 0.828519 -1.019 0.313 -0.175 -0.91
C 4.577816 1.556128 1.483047 -0.355 -1.766 -0.018 0.76
F 4.118199 2.628531 2.112976 -0.276 1.196 -0.145 -0.33
F 5.077914 0.781932 2.492777 0.574 -0.279 0.219 -0.38
C 5.823304 1.868605 0.617626 -0.460 0.295 0.594 0.62
F 6.415373 0.741911 0.306160 -0.023 -1.352 -0.815 -0.26
F 6.677499 2.509885 1.382948 0.622 0.995 0.664 -0.27
S 5.558539 2.865979 -0.948641 1.905 1.003 -0.754 1.36
F 4.096729 3.284308 -0.531977 -0.439 -0.282 0.155 -0.32
F 5.065455 1.603265 -1.749669 -0.715 -0.291 0.275 -0.29
F 7.045430 2.513926 -1.392941 0.041 -0.140 0.043 -0.32
F 6.143679 4.157799 -0.239837 -0.464 0.249 0.233 -0.30
F 5.392281 3.722642 -2.252014 -0.168 -0.040 -0.249 -0.28
N -1.999578 0.290562 0.786569 -1.110 0.387 0.228 0.11
C -3.417072 -0.165478 0.981689 -1.858 -0.908 0.605 0.06
C -3.582926 -0.877172 2.340108 0.837 1.974 0.674 -0.37
C -3.494610 0.204183 3.484072 -0.037 -1.304 0.549 -0.82
N -4.784680 0.588211 4.048984 0.539 0.708 -0.433 -0.59
C -3.980173 -1.038301 -0.144074 0.699 -0.171 -0.675 -1.62
C -3.493484 -0.744613 -1.592089 0.271 -0.014 0.378 -1.53
C -2.236910 0.220008 -1.723550 -1.183 -1.123 1.996 1.71
C -1.649383 -0.193204 -3.100140 -0.097 0.918 0.260 -3.38
C -0.501635 0.550269 -3.838716 1.499 -0.464 -2.173 1.39
N -0.897296 0.694885 -5.242310 -0.963 -0.482 0.800 -0.50
N -0.041864 1.871094 -3.405017 -0.515 0.568 0.942 -0.48
N 0.641740 -0.401905 -3.884643 -0.748 -0.086 1.185 -0.62
P -3.072158 1.900202 -1.666875 -0.607 1.333 -3.861 0.11
O -2.194077 2.993888 -0.863811 -0.329 -0.820 0.978 -0.54
O -4.565335 1.829686 -0.995590 1.158 -0.489 0.901 -0.61
S -3.345773 2.552909 -3.472577 0.021 -0.287 0.355 -0.25
H 1.634626 -1.901976 5.049693 0.202 0.222 -0.061 0.40
H 2.631229 -1.446781 3.613232 -0.110 0.204 0.229 0.13
H 0.892925 -1.711876 3.476167 0.001 -0.185 -0.053 -0.06
H 3.134916 -3.696701 3.391725 -0.054 0.171 -0.095 0.31
H 1.976011 -4.118971 4.625002 -0.296 -0.153 -0.172 0.40
H 0.324256 -3.750082 -0.386502 0.406 -0.058 0.124 0.50
H -0.477977 -4.469681 1.008906 0.060 0.014 -0.091 0.52
H -1.785351 -2.698423 1.025726 0.007 0.272 0.302 0.45
H -0.431371 -1.735711 1.673967 -0.022 0.042 -0.094 -0.43
H 0.201898 -1.586199 -0.907932 -0.069 0.226 -0.089 0.67
H -1.374408 -2.209196 -1.211622 -0.164 0.140 0.088 0.68
H 0.533178 0.418213 -1.385028 -0.104 0.535 -0.243 0.22
H -0.180113 1.798191 -0.447432 -0.096 -0.116 -0.335 0.92
H 1.427119 -0.598128 0.508982 -0.417 -0.198 0.404 -0.01
H 0.505888 0.470804 1.678215 -0.014 -0.482 -0.040 0.04
H 1.896272 2.171683 1.406492 0.375 0.138 -0.100 0.51
H 2.101159 1.884502 -0.340471 0.029 0.277 0.181 0.41
H 3.772163 0.315496 -0.144749 0.283 0.106 0.109 0.32
H 3.306917 -0.161504 1.452390 0.340 0.118 0.208 0.31
H -1.480514 0.056562 1.636506 0.347 -0.283 -0.407 0.96
H -2.014145 1.318503 0.785119 0.152 -0.081 -0.073 1.00
H -4.045772 0.721369 1.076775 0.292 0.162 -0.327 0.29
H -2.776010 -1.583371 2.539377 -0.329 -0.401 -0.344 -0.18
H -4.576286 -1.311378 2.423998 0.184 -0.398 -0.273 0.75
H -2.923902 1.081969 3.162395 -0.259 0.107 0.023 0.35
H -2.907298 -0.229807 4.303437 0.042 0.034 -0.130 0.40
H -5.092900 1.464319 3.647655 -0.398 -0.209 0.090 0.28
H -5.484495 -0.134131 3.952677 -0.041 0.147 -0.039 0.27
H -3.735554 -2.079427 0.089271 0.018 0.065 -0.012 0.28
H -5.068240 -0.986438 -0.126913 0.043 0.176 0.272 0.58
H -3.198200 -1.690878 -2.042142 -0.026 0.050 -0.045 0.70
H -4.311790 -0.387771 -2.215250 0.086 0.082 -0.050 0.90
H -2.499131 -0.197320 -3.781542 0.083 0.283 -0.071 0.62
H -1.369768 -1.248942 -3.044313 0.142 0.123 0.202 0.57
H -0.428320 -0.030822 -5.834365 -0.383 1.001 0.517 0.21
H -0.623692 1.613697 -5.557078 0.149 -0.214 -0.222 0.36
H -0.508338 2.300237 -2.619161 -0.174 -0.073 -0.166 0.22
H 0.953034 1.938389 -3.239223 -0.027 -0.356 -0.189 0.20
H 0.750893 -0.909784 -3.010878 0.377 0.179 -0.061 0.01
H 1.497090 0.051064 -4.187522 -0.055 -0.270 -0.335 0.31
H -2.258551 3.815596 -1.388848 -0.041 -0.131 0.125 0.46
H -5.130712 1.569149 -1.743483 -0.045 0.369 0.139 0.41
Br 1.231041 -0.016058 -7.163510 0.914 -0.193 -0.740 -0.86
```
Forces are in eV/Å.


DFT (ωB97M-V with the def2-TZVPD basis set) results for a cluster of 2 separate species, C8H19NO in total at a distorted geometry.

The spin multiplicity is 1. As for the energy above the lowest of the compared OMol25 structures with the same formula, charge and spin: 0.764 eV. As for the frontier orbital gap: 9.932 eV. Its SMILES is CC(=O)C(C)(C)C.CCN.

```
29
Properties=species:S:1:pos:R:3:forces:R:3:mulliken_charge:R:1
C 0.298580 -0.672894 -1.547943 0.605 0.029 0.144 2.31
C 1.659514 -0.022479 -1.241902 0.105 0.340 -0.028 -1.53
C 0.129702 -0.815757 -3.064824 -0.218 0.206 -0.310 -1.82
C 0.274238 -2.061436 -0.896462 -0.290 -0.076 0.126 -1.85
C -2.045389 -0.327840 -0.385020 0.087 0.315 0.551 -1.28
C -0.818066 0.260943 -1.040515 -0.129 1.540 -0.409 0.25
O -0.758177 1.479018 -1.223149 0.179 -1.799 0.237 -0.61
H 1.820890 0.063972 -0.162021 -0.048 -0.068 -0.080 0.24
H -0.844988 -1.249344 -3.314747 0.101 -0.024 0.017 0.39
H -0.655482 -2.596472 -1.119241 0.108 0.049 0.020 0.41
H 2.484913 -0.613986 -1.653301 -0.205 -0.043 0.023 0.45
H 1.732954 0.986734 -1.662355 -0.140 -0.202 0.034 0.33
H 0.906873 -1.459425 -3.491782 -0.088 0.039 0.184 0.44
H 0.190916 0.158048 -3.564362 0.005 -0.122 0.165 0.38
H 0.367053 -1.991522 0.193547 0.017 -0.004 -0.127 0.32
H 1.102065 -2.682284 -1.257957 -0.093 0.220 -0.022 0.44
H -2.585086 0.469112 0.137198 0.054 -0.063 -0.321 0.39
H -2.696520 -0.768630 -1.141759 0.042 -0.148 0.048 0.36
H -1.774746 -1.069766 0.368539 -0.088 -0.162 -0.243 0.36
C 0.425917 0.916860 2.327938 -0.223 0.080 -0.145 0.51
C -0.661347 0.975469 3.383155 -0.020 -0.174 0.179 -1.34
N 1.071626 2.209894 2.160111 0.277 0.387 -0.215 -0.70
H 1.684832 2.173303 1.344730 -0.081 0.059 0.286 0.29
H 0.367789 2.911534 1.925260 0.152 -0.210 0.107 0.26
H 1.171418 0.160754 2.592801 0.016 0.125 0.027 0.32
H -0.020401 0.616510 1.381873 -0.200 -0.388 -0.164 -0.32
H -1.192836 0.018964 3.425512 0.031 0.116 0.043 0.33
H -1.396552 1.754465 3.154100 0.106 -0.060 0.000 0.33
H -0.239689 1.176256 4.372572 -0.060 0.041 -0.128 0.35
```
Forces are in eV/Å.


DFT (ωB97M-V with the def2-TZVPD basis set) results for a structure of composition C20H28IN2O2P2Zn.

The charge is +1. The spin multiplicity is 1. As for the energy above the lowest of the compared OMol25 structures with the same formula, charge and spin: 0.000 eV. As for the frontier orbital gap: 7.691 eV.

```
56
Properties=species:S:1:pos:R:3:forces:R:3:mulliken_charge:R:1
Zn 0.532157 -0.004965 -0.283047 0.023 -0.038 0.081 0.31
C 3.460867 2.632643 -2.573736 -0.003 0.012 -0.021 -1.15
C 2.397038 3.302292 -1.760985 -0.009 -0.013 0.009 0.90
N 2.455925 4.594279 -1.580366 -0.015 0.008 0.003 -0.65
C 1.487175 5.210647 -0.867742 0.019 0.000 -0.005 -0.94
C 0.426523 4.556604 -0.309391 0.003 0.016 -0.007 0.78
C -0.603874 5.347791 0.456479 0.003 -0.002 0.011 -0.96
O -1.907446 5.270990 -0.111386 0.002 0.002 -0.010 -0.52
C 0.340654 3.142170 -0.465688 -0.001 -0.022 0.011 -0.54
C -0.820895 2.476917 0.075853 -0.001 0.009 -0.001 -0.10
N -0.986169 1.200732 0.187502 -0.011 -0.009 -0.014 0.33
C -2.193180 0.704133 0.748605 -0.042 -0.011 0.001 -0.25
C -2.553039 1.035359 2.050746 0.017 -0.004 0.007 0.00
C -3.702856 0.508572 2.617993 -0.002 0.000 -0.001 -0.79
C -4.500776 -0.359668 1.889143 0.003 -0.010 -0.019 -0.59
C -4.156285 -0.691926 0.586105 -0.014 0.006 0.035 -0.40
C -3.006950 -0.162727 0.020054 0.042 0.025 -0.033 0.00
I -2.559750 -0.594914 -1.976649 -0.014 0.008 0.013 0.14
C 1.350110 2.487628 -1.204976 -0.019 -0.025 -0.055 0.70
O 1.410505 1.207735 -1.451143 0.033 0.038 0.001 -1.06
H 4.194615 3.372537 -2.881344 0.002 -0.005 0.002 0.38
H 3.027873 2.158154 -3.456066 -0.004 -0.001 0.002 0.29
H 3.948879 1.839321 -2.004689 0.009 0.009 0.011 0.21
H 1.593818 6.283186 -0.755109 -0.003 0.002 0.002 0.36
H -0.269305 6.384972 0.530251 -0.002 0.000 0.004 0.40
H -0.709566 4.973888 1.476790 -0.002 -0.001 -0.002 0.36
H -1.885062 5.675043 -0.985591 -0.005 0.000 0.002 0.34
H -1.641768 3.119640 0.391221 0.006 0.001 -0.006 0.93
H -1.915435 1.704722 2.615710 -0.003 0.003 -0.001 0.54
H -3.973847 0.777411 3.629894 0.002 0.001 0.001 0.41
H -5.398885 -0.774316 2.325889 0.000 0.002 0.001 0.42
H -4.789997 -1.349290 0.006642 0.001 0.002 -0.004 0.46
C 3.804841 0.226250 1.180278 -0.006 0.001 -0.049 -1.37
P 2.098337 -0.208202 1.623814 -0.020 -0.015 0.018 0.87
C 1.856922 0.485201 3.284373 -0.008 -0.020 0.018 -1.33
C 2.138368 -2.027648 1.892363 -0.005 0.011 0.005 -1.20
C 2.035291 -2.806055 0.571234 -0.015 -0.003 0.005 -1.12
P 0.523447 -2.366754 -0.372298 0.010 0.027 -0.017 0.66
C -0.830995 -3.158235 0.540464 0.003 0.011 -0.006 -1.22
C 0.656734 -3.266049 -1.935965 0.026 -0.024 0.004 -1.24
H 3.873556 1.305635 1.040283 -0.005 -0.001 0.004 0.36
H 4.066907 -0.242702 0.231283 0.013 0.003 0.004 0.36
H 4.512710 -0.085397 1.948947 -0.009 -0.005 0.009 0.45
H 2.607323 0.115545 3.984226 0.001 -0.004 -0.004 0.44
H 0.863794 0.222064 3.649091 0.007 0.002 0.014 0.39
H 1.926214 1.571760 3.233346 0.002 0.002 -0.012 0.40
H 1.293101 -2.274211 2.541235 0.004 0.006 0.004 0.39
H 3.043034 -2.311241 2.434191 0.007 -0.001 -0.005 0.54
H 2.049240 -3.882236 0.757542 -0.005 -0.002 -0.004 0.57
H 2.890332 -2.585805 -0.074221 0.000 0.012 -0.003 0.40
H -0.633165 -4.222173 0.676756 0.004 -0.001 -0.005 0.45
H -1.758007 -3.031710 -0.018341 -0.004 0.001 0.000 0.32
H -0.958282 -2.685199 1.514624 -0.007 -0.006 0.001 0.41
H 0.791141 -4.333649 -1.758971 0.004 0.001 0.000 0.44
H 1.502183 -2.882094 -2.506276 -0.003 -0.009 -0.005 0.40
H -0.251277 -3.110659 -2.517150 -0.010 0.010 0.006 0.33
```
Forces are in eV/Å.


no.,energy (a.u.)
1,-2561.13749
2,-6010.55793
3,-446.20466
4,-3798.50973